P:
# C3H7N3OS

C3H7N3OS in the gas phase (ωB97M-V with the def2-TZVPD basis set, the Open Molecules 2025 dataset).

Element x y z (Å)
C1 1.86 -1.08 -0.44
C2 0.40 1.08 0.02
C3 -0.87 0.12 0.19
H1 2.40 -1.21 -1.50
H2 2.39 -1.27 0.52
H3 0.85 -1.77 -0.14
H4 2.47 0.89 0.14
H5 -0.08 -1.06 1.40
H6 -1.87 1.86 -0.78
H7 -3.14 -0.50 0.37
N1 1.56 0.31 -0.22
N2 -0.93 -0.90 0.97
N3 -2.06 0.86 -0.19
O1 -3.13 -0.01 -0.52
S1 0.17 2.68 0.16

## Properties
**SMILES string**: [H]/N=C(/NO)C(=S)NC

Q:
# C3H7N3OS

C3H7N3OS in the gas phase (ωB97M-V with the def2-TZVPD basis set, the Open Molecules 2025 dataset).

Element x y z (Å)
C1 -0.76 -1.13 -2.08
C2 -0.69 1.27 0.24
C3 0.13 0.77 1.43
H1 -1.88 -1.13 -2.13
H2 -0.24 -2.08 -2.10
H3 -0.41 -0.66 -3.11
H4 -0.47 -0.96 -0.13
H5 -1.00 2.35 0.35
H6 1.42 -0.30 0.25
H7 2.04 0.47 2.80
N1 -0.25 -0.45 -0.94
N2 -0.79 0.74 -0.84
N3 1.05 -0.08 1.23
O1 1.99 -0.44 2.17
S1 -0.13 1.62 2.87

## Properties
**SMILES string**: CN/N=C\C(=S)NO

R:
# C3H7N3OS

C3H7N3OS in the gas phase (ωB97M-V with the def2-TZVPD basis set, the Open Molecules 2025 dataset).

Element x y z (Å)
C1 -1.01 0.52 -0.05
C2 0.33 1.09 0.50
C3 1.57 0.29 0.25
H1 -2.86 -1.10 -1.18
H2 -0.49 -1.34 0.35
H3 -1.67 2.17 -0.81
H4 0.50 2.03 0.02
H5 0.24 1.35 1.56
H6 2.53 0.82 0.26
H7 2.56 -2.45 -0.42
N1 -1.30 -0.68 0.52
N2 -1.90 1.14 -0.70
N3 1.52 -0.93 -0.14
O1 2.76 -1.50 -0.29
S1 -2.77 -1.42 0.12

## Properties
**SMILES string**: [H]/N=C(\C/C=N/O)NS

Stability summary - winner: R; margin: 0.0633 hartree.

P:
# C6H8ClN

C6H8ClN in the gas phase (ωB97M-V with the def2-TZVPD basis set, the Open Molecules 2025 dataset).

Element x y z (Å)
C1 0.54 1.95 -0.35
C2 -0.69 1.14 -0.50
C3 -0.82 -0.18 -0.44
C4 -2.14 -0.75 -0.64
C5 0.26 -1.22 -0.17
C6 0.79 -1.15 1.27
H1 0.73 2.51 -1.26
H2 1.43 1.34 -0.13
H3 0.41 2.65 0.47
H4 -1.58 1.72 -0.69
H5 -0.14 -2.22 -0.36
H6 1.56 -1.95 1.46
H7 -0.04 -1.31 1.96
H8 1.25 -0.20 1.49
N1 -3.19 -1.23 -0.77
Cl1 1.63 -1.09 -1.33

## Properties
**SMILES string**: C/C=C(/C#N)[C@H](C)Cl

Q:
# C6H8ClN

C6H8ClN as an isolated structure (ωB97M-V with the def2-TZVPD basis set, the Open Molecules 2025 dataset).

Element x y z (Å)
C1 0.11 0.82 -0.45
C2 0.88 -0.53 -0.54
C3 -0.51 -1.17 -1.01
C4 -0.97 -0.12 0.06
C5 -0.30 -0.68 1.38
C6 0.91 -0.97 0.97
H1 1.00 2.71 -0.35
H2 -0.11 2.42 0.92
H3 -0.21 1.09 -1.50
H4 1.73 -0.67 -1.20
H5 -0.61 -2.24 -0.81
H6 -0.80 -0.79 -1.98
H7 -0.74 -0.70 2.32
H8 1.68 -1.30 1.68
N1 0.61 1.95 0.31
Cl1 -2.65 0.19 0.19

R:
# C6H8ClN

C6H8ClN in the gas phase (ωB97M-V with the def2-TZVPD basis set, the Open Molecules 2025 dataset).

Element x y z (Å)
C1 -1.04 0.84 1.37
C2 1.97 0.14 -0.49
C3 1.33 -1.13 0.11
C4 -0.68 0.16 -0.87
C5 -1.83 0.47 0.12
C6 0.56 0.12 0.01
N1 0.21 0.66 1.27
Cl1 -2.55 -1.09 0.61
H1 -1.53 1.00 2.29
H2 2.67 0.58 0.03
H3 2.06 0.35 -1.54
H4 1.18 -1.90 -0.58
H5 1.67 -1.48 1.07
H6 -0.87 -0.81 -1.25
H7 -0.74 0.92 -1.69
H8 -2.41 1.17 -0.45

## Properties
**SMILES string**: Cl[C@H]1C=NC2(CC2)C1

S:
# C6H8ClN

C6H8ClN in the gas phase (ωB97M-V with the def2-TZVPD basis set, the Open Molecules 2025 dataset).

Element x y z (Å)
C1 -0.08 0.56 1.26
C2 -1.11 -0.05 0.31
C3 -0.86 0.05 -1.18
C4 0.43 -0.66 -1.46
C5 0.93 -1.13 -0.30
C6 0.04 -0.88 0.90
H1 0.38 2.47 0.76
H2 1.41 1.39 0.11
H3 -0.53 0.63 2.28
H4 -2.16 -0.25 0.62
H5 -1.70 -0.40 -1.78
H6 -0.82 1.10 -1.54
H7 0.91 -0.79 -2.45
H8 -0.15 -1.68 1.57
N1 0.86 1.62 0.94
Cl1 2.45 -1.97 -0.05

## Properties
**SMILES string**: N[C@H]1[C@H]2CC=C(Cl)[C@@H]12

Stability summary - winner: P; margin: 0.0263 hartree.

P:
# C5H4F2

A 2-piece molecular cluster, C5H4F2 overall (ωB97M-V with the def2-TZVPD basis set, the Open Molecules 2025 dataset).

Element x y z (Å)
C1 0.44 1.96 1.11
C2 -0.03 0.79 1.11
C3 0.31 -1.65 -1.60
C4 -0.46 -0.78 -1.84
C5 -0.23 -0.41 0.72
F1 0.65 -1.38 0.67
F2 -1.47 -0.96 0.89
H1 0.57 2.38 2.10
H2 0.87 -2.49 -1.37
H3 0.58 2.53 0.07
H4 -1.23 0.01 -1.87

## Properties
**SMILES string**: C=C=C(F)F.C#C

Q:
# C5H4F2

C5H4F2 in the gas phase (ωB97M-V with the def2-TZVPD basis set, the Open Molecules 2025 dataset).

Element x y z (Å)
C1 -0.78 -0.64 -0.05
C2 0.48 -0.54 0.72
C3 0.18 0.47 -0.37
C4 -0.13 1.83 -0.02
C5 -0.40 2.96 0.28
H1 -1.74 -0.42 0.40
H2 0.48 -0.25 1.74
H3 0.76 0.32 -1.28
H4 -0.68 3.97 0.58
F1 -0.87 -1.65 -0.96
F2 1.44 -1.47 0.42

## Properties
**SMILES string**: C#C[C@H]1[C@H](F)[C@@H]1F

R:
# C5H4F2

C5H4F2 in the gas phase (ωB97M-V with the def2-TZVPD basis set, the Open Molecules 2025 dataset).

Element x y z (Å)
C1 1.04 2.16 0.17
C2 1.04 0.97 -0.07
C3 -1.53 -0.51 0.30
C4 -0.60 -0.80 -0.63
C5 0.81 -0.46 -0.16
F1 1.73 -0.92 -1.00
F2 0.98 -1.19 1.02
H1 1.03 3.13 0.48
H2 -2.57 -0.90 0.00
H3 -1.31 -0.05 1.32
H4 -0.62 -1.44 -1.43

## Properties
**SMILES string**: C#CC(F)(F)C=C

Stability summary - winner: Q; margin: 0.0101 hartree.

P:
# C4H7N6O2

An isolated ion of composition C4H7N6O2 and charge +1 (ωB97M-V with the def2-TZVPD basis set, the Open Molecules 2025 dataset).

Element x y z (Å)
C1 -0.56 1.13 -0.16
C2 0.71 -0.98 1.00
C3 -2.82 -0.16 0.02
C4 2.78 -0.17 0.00
N1 0.70 1.19 -0.13
N2 -1.16 -0.13 -0.20
N3 1.37 -0.04 0.23
N4 -0.56 -1.03 0.72
N5 -3.24 -0.42 -1.21
N6 3.36 0.93 -0.38
O1 -3.19 0.08 1.13
O2 3.16 -1.30 0.17
H1 -0.99 2.10 -0.39
H2 1.20 -1.45 1.84
H3 -1.16 -1.55 1.34
H4 -2.45 -0.59 -1.84
H5 -4.27 -0.46 -1.40
H6 2.78 1.80 -0.39
H7 4.34 1.05 -0.35

## Properties
**SMILES string**: NC(=O)N1C=[NH+]N(C(N)=O)C=N1
**Total charge**: +1

Q:
# C4H7N6O2

A 2-piece molecular cluster, C4H7N6O2 overall (ωB97M-V with the def2-TZVPD basis set, the Open Molecules 2025 dataset).

Element x y z (Å)
C1 1.03 1.32 -0.31
C2 -1.30 0.18 0.33
C3 1.43 -0.94 1.66
C4 -1.35 -1.04 -1.78
N1 0.55 0.62 -1.21
N2 0.62 1.47 0.98
N3 -0.70 -0.02 -0.80
N4 -0.69 0.97 1.27
N5 1.37 -0.45 2.73
N6 -0.77 -0.93 -2.98
O1 1.58 -1.07 0.53
O2 -2.26 -1.64 -1.29
H1 1.93 1.88 -0.74
H2 -2.21 -0.13 0.70
H3 -0.90 1.11 2.25
H4 1.36 1.49 1.74
H5 1.33 -0.84 3.64
H6 0.19 -0.42 -2.98
H7 -1.20 -1.58 -3.75

## Properties
**Total charge**: +1

Stability summary - winner: P; margin: 0.0305 hartree.

P:
# C2H8OS

A 2-piece molecular cluster, C2H8OS overall (ωB97M-V with the def2-TZVPD basis set, the Open Molecules 2025 dataset).

Element x y z (Å)
C1 -1.67 0.36 -1.92
S1 -0.41 -0.13 -3.12
H1 0.79 0.36 -2.58
H2 -2.07 1.36 -2.03
H3 -1.51 0.10 -0.87
H4 -2.41 -0.37 -2.27
C2 1.09 -0.33 2.50
O1 1.82 0.19 1.38
H5 1.70 -0.31 0.58
H6 0.33 -1.04 2.21
H7 1.80 -0.74 3.23
H8 0.53 0.55 2.88

## Properties
**SMILES string**: CO.CS

Q:
# C2H8OS

A 2-piece molecular cluster, C2H8OS overall (ωB97M-V with the def2-TZVPD basis set, the Open Molecules 2025 dataset).

Element x y z (Å)
C1 -0.90 -0.35 1.78
S1 0.68 0.51 1.86
C2 1.04 0.70 0.11
H1 -0.77 -1.37 1.45
H2 -1.63 0.16 1.16
H3 -1.32 -0.32 2.78
H4 1.86 1.42 0.10
H5 1.42 -0.17 -0.42
H6 0.18 1.12 -0.40
H7 -0.83 -0.47 -3.24
H8 0.48 -0.95 -2.65
O1 -0.20 -0.27 -2.54

## Properties
**SMILES string**: CSC.O

Stability summary - winner: Q; margin: 0.0294 hartree.

P:
# C2H8OS

C2H8OS as an isolated structure (ωB97M-V with the def2-TZVPD basis set, the Open Molecules 2025 dataset).

Element x y z (Å)
C1 0.44 0.93 -0.50
C2 -0.52 1.67 0.27
S1 0.11 -1.14 1.44
H1 0.03 0.10 -1.06
H2 1.27 1.51 -0.87
H3 0.42 0.94 0.78
H4 -1.44 1.26 0.66
H5 -0.34 2.73 0.34
H6 0.57 -1.58 2.59
H7 0.35 -2.54 -1.69
H8 -0.46 -1.84 -0.51
O1 -0.43 -2.06 -1.46

Q:
# C2H8OS

A 2-piece molecular cluster, C2H8OS overall (ωB97M-V with the def2-TZVPD basis set, the Open Molecules 2025 dataset).

Element x y z (Å)
C1 -1.70 -0.31 -0.94
S1 -0.30 -1.16 -1.66
H1 0.39 -0.12 -2.12
H2 -2.37 0.16 -1.65
H3 -1.41 0.41 -0.17
H4 -2.26 -1.07 -0.41
C2 1.13 0.97 1.44
O1 1.09 1.54 2.73
H5 1.42 0.91 3.37
H6 0.38 1.49 0.86
H7 2.08 1.11 0.91
H8 0.88 -0.10 1.39

## Properties
**SMILES string**: CO.CS

Stability summary - winner: Q; margin: 0.1335 hartree.

P:
# C2H12N2O3

A 4-piece molecular cluster, C2H12N2O3 overall (ωB97M-V with the def2-TZVPD basis set, the Open Molecules 2025 dataset).

Element x y z (Å)
C1 0.47 -0.47 -2.09
N1 0.19 -0.17 -5.00
C2 1.36 -0.17 -4.29
N2 1.52 -0.37 -3.05
H1 -0.52 -0.77 -2.45
H2 0.46 0.44 -1.55
H3 0.71 -1.22 -1.37
H4 -0.67 -0.46 -4.56
H5 0.17 0.05 -5.98
H6 2.25 -0.01 -4.88
H7 -0.47 1.97 7.27
H8 0.43 0.70 7.41
O1 -0.45 1.04 7.53
H9 0.03 -3.19 3.69
H10 0.09 -2.79 5.10
O2 0.67 -2.91 4.35
H11 -2.06 2.41 -0.70
H12 -1.69 3.14 0.48
O3 -2.49 2.78 0.09

## Properties
**SMILES string**: C/N=C\N.O.O.O

Q:
# C2H12N2O3

A 4-piece molecular cluster, C2H12N2O3 overall (ωB97M-V with the def2-TZVPD basis set, the Open Molecules 2025 dataset).

Element x y z (Å)
C1 0.50 -1.35 -0.06
N1 -0.10 -0.12 2.42
C2 1.10 0.06 1.72
N2 1.48 -0.50 0.65
H1 0.41 -2.37 0.32
H2 0.77 -1.35 -1.11
H3 -0.47 -0.87 0.06
H4 -0.67 -0.87 2.08
H5 0.01 -0.24 3.43
H6 1.78 0.76 2.20
H7 -2.24 -0.06 -2.43
H8 -0.84 -0.61 -2.57
O1 -1.71 -0.82 -2.19
H9 1.19 2.01 -1.45
H10 1.48 0.43 -1.07
O2 1.31 1.11 -1.75
H11 -0.66 1.52 -0.47
H12 -1.73 1.53 0.56
O3 -1.59 1.76 -0.35

## Properties
**SMILES string**: C/N=C\N.O.O.O

Stability summary - winner: Q; margin: 0.0143 hartree.

P:
# C10H13O3

A 2-piece molecular cluster, C10H13O3 overall (ωB97M-V with the def2-TZVPD basis set, the Open Molecules 2025 dataset).

Element x y z (Å)
C1 -0.61 -2.77 -0.06
C2 2.37 0.49 -0.09
C3 1.98 -0.26 1.10
C4 1.89 -0.11 -1.30
C5 1.17 -1.36 1.06
C6 0.87 -1.07 -1.28
C7 0.50 -1.74 -0.12
O1 3.09 1.51 -0.02
H1 -1.85 -0.30 -0.06
H2 2.45 0.12 2.00
H3 2.02 0.41 -2.24
H4 0.98 -1.96 1.95
H5 0.35 -1.34 -2.19
H6 -0.24 -3.79 0.08
H7 -1.18 -2.73 -1.00
H8 -1.30 -2.52 0.74
C8 -0.84 1.94 0.50
C9 -1.14 2.12 -0.99
C10 -1.83 1.14 1.31
O2 -2.20 1.43 2.41
O3 -2.34 0.05 0.72
H9 0.13 1.48 0.61
H10 -0.59 2.86 1.03
H11 -1.00 3.15 -1.31
H12 -2.15 1.79 -1.23
H13 -0.52 1.45 -1.59

## Properties
**Total charge**: -1

Q:
# C10H13O3

C10H13O3 as an isolated structure (ωB97M-V with the def2-TZVPD basis set, the Open Molecules 2025 dataset).

Element x y z (Å)
C1 2.22 2.80 0.61
C2 0.99 2.80 -0.46
C3 1.95 1.47 1.47
O1 2.84 0.61 1.44
O2 0.84 1.49 2.04
H1 3.30 2.88 0.02
H2 2.37 3.69 1.42
H3 1.46 2.77 -1.41
H4 0.49 3.75 -0.19
H5 0.15 2.17 -0.27
C4 -1.56 -2.04 -2.61
C5 -2.09 -1.77 1.00
C6 -2.26 -1.86 -0.37
C7 -0.85 -1.14 1.56
C8 -1.13 -1.75 -1.20
C9 0.24 -1.28 0.67
C10 0.11 -1.60 -0.67
O3 -0.72 -0.42 2.69
H6 -2.87 -1.84 1.75
H7 -3.21 -2.16 -0.77
H8 0.14 0.43 2.56
H9 1.26 -0.93 1.17
H10 -0.77 -1.65 -3.26
H11 -2.51 -1.77 -2.93
H12 0.91 -1.59 -1.44
H13 -1.29 -3.07 -2.81

## Properties
**Total charge**: -1

Stability summary - winner: P; margin: 0.0670 hartree.

P:
# H43O21

H43O21 as an isolated structure (ωB97M-V with the def2-TZVPD basis set, the Open Molecules 2025 dataset).

Element x y z (Å)
O1 -2.71 -2.98 0.89
H1 0.42 0.81 3.94
H2 -2.23 -1.83 -1.00
O2 1.35 -1.16 2.27
H3 1.23 -0.40 1.73
H4 -2.34 0.62 1.87
O3 -4.57 -0.57 -1.31
H5 -4.57 -0.03 -2.19
H6 5.06 -1.38 0.53
O4 -3.19 1.30 -3.30
H7 4.47 -0.72 -0.64
H8 0.42 4.20 -2.42
O5 1.71 -3.47 0.31
H9 4.20 1.75 2.44
H10 2.28 -4.27 0.54
O6 4.50 -1.55 -0.26
H11 -2.45 1.64 -3.91
H12 4.14 -0.60 1.41
O7 1.54 3.67 1.83
H13 2.09 -2.81 -0.16
H14 1.54 4.62 1.69
O8 -2.31 -0.31 1.16
H15 -2.81 -3.63 1.50
H16 -3.10 -0.25 0.67
O9 1.30 1.43 -0.92
H17 -0.81 2.64 0.35
H18 1.28 1.55 -1.89
O10 3.65 2.56 2.19
H19 -0.51 1.47 5.08
H20 4.18 3.02 1.74
O11 2.43 -2.89 -2.83
H21 2.12 -3.03 -3.66
H22 2.07 -2.06 -2.66
O12 -0.50 -3.52 3.58
H23 -0.48 -2.60 3.65
H24 -0.18 -4.02 2.84
O13 -1.03 3.11 1.18
H25 1.85 2.11 -0.39
H26 -0.16 3.43 1.47
O14 4.10 -0.26 2.31
H27 3.42 -0.99 2.54
H28 -1.01 -0.21 0.16
O15 -1.55 -2.24 -1.61
H29 -0.96 -1.14 -1.41
H30 0.60 -1.78 2.25
O16 1.52 -0.97 -4.03
H31 -3.92 0.87 -3.80
O17 -0.64 0.33 -3.24
H32 -0.77 1.22 -2.97
H33 -1.45 -0.25 -2.96
O18 -0.88 0.08 -0.93
H34 0.22 0.31 -1.24
H35 -3.28 -2.26 1.11
O19 0.23 3.41 -2.96
H36 1.84 3.59 2.81
H37 0.38 3.70 -3.82
O20 -4.56 0.97 1.62
H38 -4.64 1.94 1.63
H39 -4.50 0.74 2.57
O21 -0.39 1.08 4.11
H40 -4.88 0.04 -0.59
H41 -1.09 -2.98 -1.06
H42 1.75 -0.05 -3.86
H43 0.58 -1.00 -3.93

## Properties
**Total charge**: +1

Q:
# H43O21

A 21-piece molecular cluster, H43O21 overall (ωB97M-V with the def2-TZVPD basis set, the Open Molecules 2025 dataset).

Element x y z (Å)
O1 -0.91 -2.65 3.43
H1 -1.78 2.46 -0.08
H2 -4.20 -1.57 -3.09
O2 -0.89 -4.12 -0.55
H3 -1.43 -4.86 -0.21
H4 -4.50 -0.86 -0.47
O3 0.32 2.86 -1.57
H5 1.15 2.60 -1.17
H6 2.06 -0.69 2.69
O4 2.89 1.90 -1.34
H7 0.37 -1.18 2.49
H8 0.28 0.39 1.39
O5 -1.44 2.71 -3.91
H9 -3.49 0.86 -2.47
H10 -0.86 3.36 -4.29
O6 1.51 -1.50 2.72
H11 -0.53 0.58 2.64
H12 1.13 0.68 4.37
O7 4.22 -0.40 0.20
H13 -1.03 2.38 -3.10
H14 1.88 -1.94 1.81
O8 -3.94 -1.41 0.08
H15 -0.16 -3.21 3.66
H16 -0.91 3.89 3.14
O9 -2.09 0.74 4.10
H17 2.28 1.78 1.01
H18 -2.90 1.04 3.66
O10 -2.91 1.54 -2.14
H19 -3.01 3.42 -0.15
H20 -2.91 2.00 -3.02
O11 0.57 -1.95 0.32
H21 0.83 -2.00 -0.60
H22 -0.08 -2.66 0.49
O12 2.80 -2.71 0.95
H23 2.75 -2.68 -0.01
H24 3.52 -2.07 1.14
O13 2.22 0.89 1.39
H25 -1.81 0.21 3.34
H26 3.00 0.49 0.99
O14 0.79 1.55 4.15
H27 0.59 1.96 4.99
H28 -4.25 -1.89 0.84
O15 -3.29 -1.48 -2.84
H29 -1.51 -1.38 -0.86
H30 -0.11 -4.69 -0.62
O16 1.40 -2.53 -2.87
H31 3.00 1.00 -1.65
O17 2.10 0.82 -3.93
H32 1.51 0.69 -4.69
H33 2.84 1.12 -4.49
O18 -1.15 -0.97 -1.64
H34 -1.73 -0.26 -1.89
H35 -0.77 -2.47 2.50
O19 -0.28 -0.12 2.00
H36 4.34 -0.35 -0.76
H37 5.02 0.09 0.41
O20 0.01 4.17 3.05
H38 0.04 4.52 2.16
H39 2.79 2.50 -2.07
O21 -2.16 3.28 0.27
H40 -0.21 3.61 -1.29
H41 -2.72 -2.01 -2.30
H42 0.52 -2.14 -2.93
H43 1.23 -3.34 -3.37

## Properties
**Total charge**: +1

Stability summary - winner: Q; margin: 0.1656 hartree.

P:
# C5H6S2

C5H6S2 in the gas phase (ωB97M-V with the def2-TZVPD basis set, the Open Molecules 2025 dataset).

Element x y z (Å)
C1 0.21 -1.15 -1.30
C2 0.79 -0.56 -0.20
C3 0.32 1.68 0.53
C4 -0.88 1.27 0.89
C5 -0.62 -1.14 -0.08
H1 -0.26 -0.40 -2.01
H2 0.62 -2.13 -1.87
H3 1.49 -1.09 0.70
H4 0.62 2.52 1.05
H5 -1.05 1.88 1.86
H6 -0.64 -1.97 0.62
S1 1.30 1.09 -0.59
S2 -1.90 0.00 0.39

## Properties
**SMILES string**: C1=CS[C@@H]2C[C@@H]2S1

Q:
# C5H6S2

C5H6S2 in the gas phase (ωB97M-V with the def2-TZVPD basis set, the Open Molecules 2025 dataset).

Element x y z (Å)
C1 -0.45 -0.98 1.30
C2 0.38 -1.29 0.05
C3 0.45 -0.53 -1.10
C4 0.18 0.87 -1.23
C5 -0.04 1.85 -0.09
H1 -1.18 -1.80 1.28
H2 -0.93 0.03 1.14
H3 0.11 -0.95 2.36
H4 0.89 -2.22 -0.07
H5 1.08 -1.12 -1.96
H6 -0.75 2.59 -0.55
S1 -0.15 1.47 -2.63
S2 0.40 2.08 1.50

## Properties
**SMILES string**: C/C=C\C(=S)C=S

Stability summary - winner: Q; margin: 0.0267 hartree.

P:
# C5H6S2

C5H6S2 as an isolated structure (ωB97M-V with the def2-TZVPD basis set, the Open Molecules 2025 dataset).

Element x y z (Å)
C1 -1.87 -1.38 0.22
C2 -1.32 -0.12 0.09
C3 -2.00 -2.57 0.34
C4 -0.24 2.21 -0.32
C5 1.73 -0.25 -0.46
S1 -1.82 1.40 -0.42
S2 0.79 0.76 0.85
H1 -2.32 -3.58 0.61
H2 -0.28 3.09 0.33
H3 2.21 0.52 -1.17
H4 2.50 -0.98 -0.10
H5 0.87 -0.79 -0.84
H6 1.76 1.70 0.88

Q:
# C5H6S2

C5H6S2 in the gas phase (ωB97M-V with the def2-TZVPD basis set, the Open Molecules 2025 dataset).

Element x y z (Å)
C1 -1.26 0.89 -0.06
C2 -0.18 1.35 0.11
C3 -3.03 0.41 0.11
C4 1.11 1.96 -0.05
C5 -1.71 -2.01 -0.14
S1 -4.05 1.59 -0.02
S2 -3.37 -1.27 0.01
H1 1.71 2.08 0.87
H2 1.14 3.01 -0.57
H3 1.84 1.41 -0.54
H4 -1.10 -1.74 -0.95
H5 -1.82 -3.03 -0.20
H6 -1.17 -1.93 0.84

## Properties
**SMILES string**: CC#CC(=S)SC

Stability summary - winner: Q; margin: 0.1388 hartree.